# 1
ORCA calculation (wB97M-V/def2-TZVPD) on a cluster of 3 separate species, C5H18NO2 in total in a non-equilibrium geometry.

Summary:
Kohn-Sham gap: 11.74 eV
Net charge: +1
2S+1: 1
HOMO energy: -0.5447 Ha

Last column: natural (NBO) charge in e.
Atoms and positions in Å:
C -1.041 -0.861 1.018  -0.65
C -0.213 0.316 0.569  -0.05
C 0.894 -0.015 -0.463  -0.25
C 2.291 -0.233 0.157  -0.61
C 0.574 -1.153 -1.477  -0.63
N -1.082 1.401 -0.009  -0.68
H -0.405 -1.487 1.638  0.27
H -1.423 -1.430 0.182  0.22
H -1.767 -0.578 1.780  0.23
H 0.365 0.639 1.391  0.23
H 1.044 0.834 -1.144  0.20
H 2.211 -0.126 1.238  0.20
H 3.050 0.462 -0.201  0.23
H 2.730 -1.206 -0.055  0.23
H 1.355 -1.910 -1.500  0.23
H 0.544 -0.766 -2.497  0.23
H -0.349 -1.700 -1.360  0.21
H -1.038 1.351 -1.032  0.47
H -0.581 2.258 0.118  0.43
H -1.983 1.423 0.460  0.45
H -3.259 0.862 -3.273  0.49
H -2.612 2.175 -3.421  0.48
O -2.441 1.316 -3.028  -0.96
H 1.383 0.178 3.458  0.48
H 1.032 -1.227 4.015  0.49
O 0.722 -0.524 3.438  -0.96

***

# 2
ORCA calculation (wB97M-V/def2-TZVPD) on a cluster of 3 separate species, C5H18NO2 in total in a non-equilibrium geometry.

Summary:
Kohn-Sham gap: 12.16 eV
Net charge: +1
2S+1: 1
HOMO energy: -0.5513 Ha

Last column: natural (NBO) charge in e.
Atoms and positions in Å:
C 1.454 0.689 -0.099  -0.65
C 0.610 -0.546 -0.353  -0.05
C 0.445 -1.163 1.082  -0.24
C 1.785 -1.553 1.754  -0.61
C -0.331 -0.291 2.112  -0.66
N -0.795 -0.100 -0.744  -0.69
H 2.494 0.424 -0.297  0.26
H 1.323 1.185 0.850  0.23
H 1.317 1.486 -0.858  0.21
H 1.124 -1.157 -1.086  0.25
H -0.011 -2.151 0.992  0.22
H 1.592 -2.183 2.626  0.23
H 2.223 -0.655 2.194  0.21
H 2.490 -2.086 1.119  0.22
H 0.188 -0.137 3.058  0.25
H -1.185 -0.891 2.437  0.24
H -0.736 0.684 1.824  0.20
H -0.812 0.566 -1.505  0.44
H -1.043 0.392 0.117  0.45
H -1.336 -0.934 -0.989  0.47
H -1.279 3.971 -1.918  0.49
H -0.002 3.227 -1.644  0.47
O -0.895 3.064 -2.034  -0.96
H -2.582 0.101 -2.891  0.48
H -3.300 -1.174 -3.198  0.50
O -2.739 -0.770 -2.550  -0.97

***

# 3
ORCA calculation (wB97M-V/def2-TZVPD) on a cluster of 3 separate species, C5H18NO2S2 in total in a non-equilibrium geometry.

Summary:
Kohn-Sham gap: 8.78 eV
Net charge: +1
2S+1: 1
HOMO energy: -0.4352 Ha

Last column: natural (NBO) charge in e.
Atoms and positions in Å:
N -1.794 -1.509 0.242  -0.73
C -0.513 -2.250 0.488  -0.06
C 0.199 -1.755 1.723  -0.71
C 0.157 -2.026 -0.978  -0.61
S 0.589 -0.379 -1.402  0.12
S 2.488 -0.075 -0.867  0.09
C 2.797 1.098 0.542  -0.51
C 1.837 2.284 0.394  -0.64
H -2.320 -1.438 1.072  0.41
H -2.646 -1.919 -0.341  0.45
H -1.678 -0.473 0.022  0.48
H -0.821 -3.329 0.477  0.23
H 1.410 -1.775 1.738  0.27
H 0.221 -2.369 2.629  0.26
H -0.203 -0.804 2.179  0.24
H -0.599 -2.553 -1.649  0.25
H 1.037 -2.714 -1.073  0.26
H 3.746 1.577 0.524  0.25
H 2.630 0.499 1.583  0.21
H 0.860 1.929 0.861  0.22
H 1.988 2.691 -0.562  0.22
H 2.068 3.107 1.097  0.23
H -0.489 2.748 -2.131  0.49
H -1.763 3.140 -2.792  0.49
O -1.443 2.936 -1.933  -0.93
H -2.101 1.493 -1.188  0.54
H -3.257 1.064 -0.196  0.49
O -2.398 0.802 -0.460  -1.00

***

# 4
ORCA calculation (wB97M-V/def2-TZVPD) on a cluster of 4 separate species, C5H18NO4 in total in a non-equilibrium geometry.

Summary:
Kohn-Sham gap: 10.20 eV
Net charge: +1
2S+1: 1
HOMO energy: -0.4867 Ha

Last column: natural (NBO) charge in e.
Atoms and positions in Å:
C -0.774 -1.674 -1.093  -0.09
O -0.415 -1.165 -2.382  -0.72
C -0.247 -0.756 0.056  -0.05
C 0.407 -1.536 1.169  -0.47
C -0.556 -2.546 1.739  -0.22
C -1.176 -2.361 2.892  -0.34
N 0.739 0.250 -0.544  -0.72
H -1.849 -1.794 -0.981  0.21
H -0.249 -2.627 -1.009  0.20
H -1.204 -0.807 -2.799  0.49
H -1.025 -0.085 0.392  0.21
H 0.721 -0.863 1.974  0.24
H 1.394 -1.903 0.852  0.23
H -0.735 -3.449 1.162  0.21
H -1.056 -1.496 3.528  0.20
H -1.936 -3.054 3.222  0.22
H 0.512 1.228 -0.264  0.47
H 1.685 0.018 -0.217  0.44
H 0.713 0.118 -1.562  0.45
H -0.284 3.165 -1.063  0.52
H -1.041 2.764 0.204  0.49
O -0.141 2.867 -0.131  -0.97
H -1.680 4.822 -2.686  0.51
H -1.597 3.304 -3.115  0.49
O -1.424 3.926 -2.408  -0.98
H 3.332 0.691 2.591  0.49
H 2.856 1.538 1.419  0.47
O 3.175 0.649 1.643  -0.96

***

# 5
ORCA calculation (wB97M-V/def2-TZVPD) on a cluster of 3 separate species, C5H19N2O2 in total in a non-equilibrium geometry.

Summary:
Kohn-Sham gap: 10.14 eV
Net charge: +1
2S+1: 1
HOMO energy: -0.4699 Ha

Last column: natural (NBO) charge in e.
Atoms and positions in Å:
C 1.355 -0.214 -0.406  -0.24
N 1.622 1.103 -0.954  -0.66
C 0.992 1.406 -2.239  -0.23
C -0.252 2.286 -2.156  -0.61
C -0.066 -0.356 0.119  -0.24
N -0.219 0.636 1.222  -0.52
C -1.633 1.089 1.412  -0.41
H 1.580 -0.995 -1.121  0.20
H 1.987 -0.382 0.461  0.20
H 2.609 1.298 -0.978  0.39
H 1.730 1.921 -2.844  0.21
H 0.719 0.463 -2.707  0.17
H 0.055 3.258 -1.765  0.22
H -0.921 1.944 -1.355  0.17
H -0.826 2.306 -3.074  0.23
H -0.242 -1.358 0.464  0.26
H -0.811 -0.102 -0.626  0.22
H 0.381 1.447 1.008  0.45
H 0.059 0.173 2.092  0.46
H -2.293 0.234 1.404  0.23
H -1.834 1.868 0.691  0.23
H -1.689 1.593 2.375  0.23
H -1.421 -3.631 -1.120  0.49
H 0.074 -3.677 -1.020  0.48
O -0.689 -3.266 -0.594  -0.96
H -0.027 -2.376 2.685  0.48
H -1.467 -2.210 2.891  0.49
O -0.639 -1.726 3.072  -0.96

***

# 6
ORCA calculation (wB97M-V/def2-TZVPD) on a cluster of 4 separate species, C5H19N2O3 in total in a non-equilibrium geometry.

Summary:
Kohn-Sham gap (alpha / beta): 10.96 / 7.83 eV
Net charge: +2
2S+1: 2
HOMO energy (alpha / beta): -0.6542 / -0.6646 Ha
<S²>: 0.76

Last column: natural (NBO) charge in e.
Atoms and positions in Å:
C 1.227 0.675 1.377  -0.24
C -0.075 1.456 1.221  -0.42
C -1.341 0.882 1.863  -0.50
N -3.087 -1.770 -0.179  -0.58
C -2.487 -0.610 0.100  0.10
C -1.901 -0.394 1.329  0.03
N 1.931 0.563 0.051  -0.70
H 1.142 -0.343 1.784  0.22
H 1.917 1.068 2.121  0.25
H 0.133 2.458 1.616  0.27
H -0.241 1.718 0.166  0.23
H -2.083 1.690 1.786  0.29
H -1.176 0.795 2.938  0.26
H -3.517 -2.293 0.580  0.44
H -3.534 -1.830 -1.087  0.44
H -2.484 0.170 -0.652  0.25
H -1.843 -1.173 2.086  0.23
H 1.875 1.437 -0.494  0.47
H 2.945 0.416 0.072  0.45
H 1.558 -0.199 -0.534  0.46
H 2.126 2.686 -2.638  0.50
H 3.275 3.294 -1.888  0.51
O 2.572 2.650 -1.783  -0.98
H 0.936 -3.884 -1.591  0.51
H -0.049 -3.260 -0.571  0.48
O 0.823 -3.150 -0.991  -0.95
H -0.052 -0.739 -2.784  0.50
H 0.819 -1.619 -1.840  0.51
O 0.593 -0.692 -2.060  -1.02